Version P
DFT (ωB97M-V/def2-TZVPD) results for an isolated molecule of C4H6N2S.

- LUMO (Eh) = -0.0225
- HOMO energy (hartree) = -0.334

Last columns: bonded neighbours and bond lengths (Å).
Element x y z (Å)
1 C 2.772 -1.138 -0.235  C2 1.369, N5 1.131
2 C 2.183 0.093 -0.126  C1 1.369, N6 1.402, S7 1.654
3 C -0.004 1.235 0.393  N6 1.449, H8 1.101, H9 1.128, H10 1.135
4 C 0.152 -1.230 0.186  N6 1.452, H11 1.016, H12 1.078, H13 1.086
5 N 3.444 -2.040 -0.345  C1 1.131
6 N 0.798 0.066 0.090  C2 1.402, C3 1.449, C4 1.452
7 S 3.119 1.454 -0.215  C2 1.654
8 H -0.624 1.229 -0.517  C3 1.101
9 H -0.706 0.978 1.238  C3 1.128
10 H 0.718 2.106 0.483  C3 1.135
11 H 0.837 -1.928 -0.088  C4 1.016
12 H -0.089 -1.603 1.169  C4 1.078
13 H -0.770 -1.458 -0.341  C4 1.086


Version Q
DFT (ωB97M-V/def2-TZVPD) results for a 2-piece molecular cluster, C4H6N2S overall.

- LUMO (Eh) = -0.0075
- HOMO energy (hartree) = -0.318

Last columns: bonded neighbours and bond lengths (Å).
Element x y z (Å)
1 C 0.806 0.024 0.466  C2 1.493, C4 1.581, H6 1.065, S13 1.870
2 C 0.348 -1.397 0.432  C1 1.493, C3 1.353, H7 1.092
3 C -0.757 -1.455 -0.346  C2 1.353, H8 1.004, N11 1.391
4 C -0.440 0.900 0.042  C1 1.581, N11 1.473, N12 1.291
5 H 2.560 1.453 -0.076  S13 1.353
6 H 0.918 0.102 1.522  C1 1.065
7 H 1.114 -2.175 0.448  C2 1.092
8 H -1.398 -2.182 -0.603  C3 1.004
9 H -2.589 0.090 -0.281  no bonds
10 H -1.342 2.462 -0.560  N12 1.087
11 N -1.161 -0.166 -0.676  C3 1.391, C4 1.473
12 N -0.498 2.189 0.068  C4 1.291, H10 1.087
13 S 2.438 0.156 -0.438  C1 1.870, H5 1.353


Energy ordering: version P at the bottom, the next structure 2.442 eV above.


Version P
DFT (ωB97M-V/def2-TZVPD) results for an isolated molecule of C4H6N2S.

- LUMO (Eh) = -0.0116
- HOMO energy (hartree) = -0.327

Last columns: bonded neighbours and bond lengths (Å).
Element x y z (Å)
1 C 0.314 -1.230 -1.260  C2 1.427, N5 1.302, H8 1.073
2 C 0.027 0.058 -1.805  C1 1.427, N6 1.307, H9 1.073
3 C 1.157 0.297 -0.001  N5 1.443, N6 1.405, S7 1.859, H10 1.057
4 C -1.173 0.408 1.631  S7 1.822, H11 1.170, H12 0.996, H13 1.130
5 N 1.045 -1.130 -0.187  C1 1.302, C3 1.443
6 N 0.504 0.996 -1.030  C2 1.307, C3 1.405
7 S 0.600 0.821 1.693  C3 1.859, C4 1.822
8 H 0.084 -2.245 -1.523  C1 1.073
9 H -0.457 0.423 -2.689  C2 1.073
10 H 2.180 0.511 0.165  C3 1.057
11 H -1.567 0.752 2.677  C4 1.170
12 H -1.218 -0.587 1.650  C4 0.996
13 H -1.495 0.925 0.680  C4 1.130


Version Q
DFT (ωB97M-V/def2-TZVPD) results for an isolated molecule of C4H6N2S.

- LUMO (Eh) = 0.0222
- HOMO energy (hartree) = -0.300

Last columns: bonded neighbours and bond lengths (Å).
Element x y z (Å)
1 C -2.028 -0.973 -0.001  C2 1.493, H5 1.102, H6 1.059, H7 1.098
2 C -0.692 -0.306 -0.002  C1 1.493, C3 1.360, N12 1.386
3 C -0.396 1.021 0.001  C2 1.360, H8 1.074, N11 1.386
4 C 1.454 -0.181 0.010  N11 1.357, N12 1.309, S13 1.757
5 H -2.823 -0.210 -0.018  C1 1.102
6 H -2.161 -1.578 -0.860  C1 1.059
7 H -2.130 -1.604 0.891  C1 1.098
8 H -0.987 1.918 -0.007  C3 1.074
9 H 1.526 1.944 -0.002  N11 1.007
10 H 3.629 0.588 -0.015  S13 1.338
11 N 0.988 1.093 0.007  C3 1.386, C4 1.357, H9 1.007
12 N 0.476 -1.051 -0.001  C2 1.386, C4 1.309
13 S 3.145 -0.660 -0.002  C4 1.757, H10 1.338


Energy ordering: version Q at the bottom, the next structure 1.818 eV above.


Version P
DFT (ωB97M-V/def2-TZVPD) results for an isolated molecule of C4H6N2S.

- LUMO (Eh) = 0.0283
- HOMO energy (hartree) = -0.321

Last columns: bonded neighbours and bond lengths (Å).
Element x y z (Å)
1 C 0.826 -0.123 -0.605  C2 1.617, C4 1.567, H6 1.179, S13 1.664
2 C -0.248 -1.330 -0.623  C1 1.617, C3 1.275, H7 1.228
3 C -1.190 -1.013 0.177  C2 1.275, H8 1.202, N11 1.445
4 C 0.368 0.619 0.697  C1 1.567, N11 1.407, N12 1.269
5 H 0.999 1.835 -1.970  S13 1.472
6 H 1.810 -0.686 -0.278  C1 1.179
7 H 0.103 -2.390 -1.135  C2 1.228
8 H -2.072 -1.813 0.337  C3 1.202
9 H -1.588 0.639 1.616  N11 1.055
10 H 0.280 2.112 1.797  N12 1.183
11 N -0.881 0.086 1.062  C3 1.445, C4 1.407, H9 1.055
12 N 1.065 1.615 1.064  C4 1.269, H10 1.183
13 S 0.529 0.450 -2.139  C1 1.664, H5 1.472


Version Q
DFT (ωB97M-V/def2-TZVPD) results for an isolated molecule of C4H6N2S.

- LUMO (Eh) = 0.0092
- HOMO energy (hartree) = -0.321

Last columns: bonded neighbours and bond lengths (Å).
Element x y z (Å)
1 C 1.266 1.127 0.033  C2 1.515, H5 1.251, H6 1.177, H7 1.167
2 C 1.367 -0.385 0.045  C1 1.515, N11 1.357, S13 1.693
3 C -1.043 -0.115 -0.108  C4 1.514, H9 1.121, H10 1.045, N11 1.441
4 C -2.445 -0.653 0.086  C3 1.514, N12 1.156
5 H 0.234 1.623 -0.472  C1 1.251
6 H 2.211 1.665 -0.417  C1 1.177
7 H 1.214 1.292 1.187  C1 1.167
8 H -0.039 -1.952 -0.169  N11 1.035
9 H -1.067 0.524 0.813  C3 1.121
10 H -1.184 0.497 -0.944  C3 1.045
11 N 0.142 -0.932 -0.164  C2 1.357, C3 1.441, H8 1.035
12 N -3.393 -1.313 0.079  C4 1.156
13 S 2.737 -1.379 0.032  C2 1.693


Energy ordering: version Q at the bottom, the next structure 1.209 eV above.


Version P
DFT (ωB97M-V/def2-TZVPD) results for an isolated molecule of C4H6N2S.

- LUMO (Eh) = 0.0214
- HOMO energy (hartree) = -0.340

Last columns: bonded neighbours and bond lengths (Å).
Element x y z (Å)
1 C 1.171 0.834 1.643  C4 1.460, N5 1.138
2 C 0.787 -0.554 -0.321  C4 1.602, N6 1.412, H8 1.163, H9 1.115
3 C -1.594 -0.528 -0.376  N6 1.462, S7 1.912, H10 1.081, H11 1.108
4 C 0.565 0.899 0.317  C1 1.460, C2 1.602, S7 1.855, H12 1.021
5 N 1.575 0.920 2.704  C1 1.138
6 N -0.359 -0.822 -1.101  C2 1.412, C3 1.462, H13 1.008
7 S -1.263 1.214 0.338  C3 1.912, C4 1.855
8 H 1.795 -0.453 -0.890  C2 1.163
9 H 0.987 -1.383 0.398  C2 1.115
10 H -2.411 -0.288 -1.043  C3 1.081
11 H -1.873 -1.166 0.486  C3 1.108
12 H 1.056 1.635 -0.192  C4 1.021
13 H -0.436 -0.306 -1.964  N6 1.008


Version Q
DFT (ωB97M-V/def2-TZVPD) results for a 2-piece molecular cluster, C4H6N2S overall.

- LUMO (Eh) = 0.0215
- HOMO energy (hartree) = -0.296

Last columns: bonded neighbours and bond lengths (Å).
Element x y z (Å)
1 C 1.934 -0.896 0.074  C2 1.497, H8 1.123, H9 1.109, H11 1.146
2 C 0.519 -0.600 -0.313  C1 1.497, C4 1.290, H10 1.014
3 C -1.339 2.298 -0.175  N5 1.211, S7 1.558
4 C -0.445 -1.205 0.295  C2 1.290, N6 1.206
5 N -2.365 2.428 -0.807  C3 1.211, H12 1.002
6 N -1.197 -2.084 0.638  C4 1.206, H13 0.991
7 S -0.314 2.193 0.994  C3 1.558
8 H 2.355 0.055 0.497  C1 1.123
9 H 2.602 -1.321 -0.703  C1 1.109
10 H 0.494 0.170 -0.973  C2 1.014
11 H 2.126 -1.868 0.649  C1 1.146
12 H -2.576 3.005 -1.599  N5 1.002
13 H -1.794 -2.175 1.424  N6 0.991


Energy ordering: version P at the bottom, the next structure 1.741 eV above.


Version P
DFT (ωB97M-V/def2-TZVPD) results for a 5-piece molecular cluster, CH14NO4 overall.

- LUMO (Eh) = -0.1091
- HOMO energy (hartree) = -0.568
- charge = +1

Last columns: bonded neighbours and bond lengths (Å).
Element x y z (Å)
1 C 1.697 -1.354 -0.851  N2 1.427, H3 1.214, H4 1.071, H5 1.164
2 N 0.853 -0.213 -0.697  C1 1.427, H6 0.990, H7 1.011, H8 1.096
3 H 2.613 -1.294 -0.056  C1 1.214
4 H 1.034 -2.194 -0.811  C1 1.071
5 H 2.169 -1.261 -1.911  C1 1.164
6 H 0.961 0.567 -1.297  N2 0.990
7 H 0.888 0.216 0.217  N2 1.011
8 H -0.205 -0.500 -0.694  N2 1.096
9 H -1.002 -3.152 -0.423  O11 0.919
10 H -2.008 -2.238 0.183  O11 0.996
11 O -1.419 -2.355 -0.612  H9 0.919, H10 0.996
12 H -1.448 3.468 1.189  O14 1.046
13 H -0.202 2.888 0.495  O14 0.928
14 O -0.931 2.582 0.982  H12 1.046, H13 0.928
15 H -1.711 1.600 -0.507  O17 0.985
16 H -2.391 0.873 -1.486  O17 0.945
17 O -1.509 0.878 -1.146  H15 0.985, H16 0.945
18 H 1.257 -0.032 2.899  O20 0.965
19 H 0.357 1.063 2.419  O20 0.934
20 O 0.997 0.458 2.109  H18 0.965, H19 0.934


Version Q
DFT (ωB97M-V/def2-TZVPD) results for a 5-piece molecular cluster, CH14NO4 overall.

- LUMO (Eh) = -0.1013
- HOMO energy (hartree) = -0.551
- charge = +1

Last columns: bonded neighbours and bond lengths (Å).
Element x y z (Å)
1 C -0.392 -2.518 -0.449  N2 1.501, H3 1.088, H4 1.084, H5 1.084
2 N 0.758 -1.700 0.063  C1 1.501, H6 1.032, H7 1.014, H8 1.053
3 H -0.588 -3.351 0.223  C1 1.088
4 H -0.118 -2.940 -1.410  C1 1.084
5 H -1.274 -1.888 -0.460  C1 1.084
6 H 0.514 -1.307 0.986  N2 1.032
7 H 1.613 -2.237 -0.026  N2 1.014
8 H 0.837 -0.883 -0.598  N2 1.053
9 H -0.437 2.882 2.334  O11 0.969
10 H 0.968 3.128 2.890  O11 0.974
11 O 0.464 2.526 2.313  H9 0.969, H10 0.974
12 H -1.718 1.211 -3.641  O14 0.952
13 H -1.647 2.492 -2.721  O14 0.950
14 O -1.195 1.712 -3.024  H12 0.952, H13 0.950
15 H 0.230 1.271 -1.704  O17 0.972
16 H 1.560 1.132 -1.010  O17 0.942
17 O 0.900 0.618 -1.443  H15 0.972, H16 0.942
18 H -0.182 0.724 2.578  O20 0.965
19 H -0.060 -0.721 2.920  O20 0.952
20 O -0.234 -0.152 2.177  H18 0.965, H19 0.952


Energy ordering: version Q at the bottom, the next structure 0.965 eV above.


Version P
DFT (ωB97M-V/def2-TZVPD) results for an isolated ion of composition CH3IO2P and charge -1.

- LUMO (Eh) = 0.1220
- HOMO energy (hartree) = -0.120
- charge = -1

Last columns: bonded neighbours and bond lengths (Å).
Element x y z (Å)
1 C 0.756 -0.155 0.496  O2 1.368, P4 2.058, H6 1.332, H8 1.146
2 O 1.330 1.086 0.456  C1 1.368, H7 1.049
3 O -0.990 -1.643 -0.956  P4 1.416
4 P -1.187 -0.643 0.026  C1 2.058, O3 1.416, I5 2.618
5 I -2.430 1.407 -1.026  P4 2.618
6 H 1.340 -0.689 -0.575  C1 1.332
7 H 0.387 1.183 0.007  O2 1.049
8 H 0.792 -0.546 1.573  C1 1.146


Version Q
DFT (ωB97M-V/def2-TZVPD) results for a 2-piece molecular cluster, CH3IO2P overall.

- LUMO (spin up / spin down) (Eh) = 0.1124 / 0.1124
- HOMO energy (spin up / spin down) (hartree) = -0.151 / -0.151
- charge = -1

Last columns: bonded neighbours and bond lengths (Å).
Element x y z (Å)
1 C 0.052 -0.276 0.112  H6 1.139, H7 1.066, H8 1.114
2 O -2.048 -2.840 -0.566  P4 1.477
3 O -1.275 -2.664 1.949  P4 1.513
4 P -1.021 -2.570 0.460  O2 1.477, O3 1.513, I5 2.452
5 I 1.022 -3.789 -0.137  P4 2.452
6 H 0.203 -0.004 -0.984  C1 1.139
7 H -0.738 0.270 0.573  C1 1.066
8 H 0.826 -0.437 0.897  C1 1.114


Energy ordering: version Q at the bottom, the next structure 2.743 eV above.